Below is a structure of composition C15H27FN5O3PtSi, with properties calculated with ωB97M-V with the def2-TZVPD basis set.

Spin multiplicity: 1
Net charge: -1
ΔE to the lowest compared entry with this formula, charge and spin, eV: 2.8528
Kohn-Sham gap, eV: 3.843

Element x y z (Å)
Pt (-0.127, 0.544, -0.615)
N (-2.142, 0.102, -0.784)
C (-2.741, 0.208, 0.561)
C (-4.147, -0.408, 0.656)
C (-4.368, -1.829, 0.120)
C (-3.800, -2.981, 0.945)
N (-2.349, -2.936, 1.033)
C (-1.524, -3.162, 0.016)
N (-1.943, -3.830, -1.073)
N (-0.291, -2.694, 0.075)
C (-1.769, -0.290, 1.665)
O (-2.273, -0.796, 2.688)
O (-0.528, -0.255, 1.409)
H (-2.551, 0.747, -1.457)
H (-2.189, -0.847, -1.135)
H (-2.849, 1.279, 0.758)
H (-4.824, 0.232, 0.082)
H (-4.473, -0.342, 1.695)
H (-4.006, -1.919, -0.909)
H (-5.452, -1.975, 0.058)
H (-4.114, -3.943, 0.526)
H (-4.180, -2.948, 1.964)
H (-1.983, -2.435, 1.845)
H (-2.862, -4.223, -1.122)
H (-1.332, -3.944, -1.861)
H (-0.132, -1.849, 0.651)
H (0.303, -2.769, -0.735)
C (2.875, -1.370, 0.345)
Si (3.005, 0.168, -0.739)
C (2.743, -0.370, -2.512)
C (4.819, 0.690, -0.590)
N (1.765, 1.286, -0.316)
C (1.852, 2.567, 0.139)
C (3.082, 3.230, 0.390)
C (3.190, 4.529, 0.857)
C (2.065, 5.295, 1.120)
C (0.830, 4.699, 0.891)
C (0.742, 3.406, 0.427)
F (-0.527, 2.952, 0.240)
H (3.613, -2.124, 0.052)
H (1.886, -1.797, 0.243)
H (3.033, -1.131, 1.400)
H (3.473, -1.134, -2.811)
H (2.834, 0.481, -3.189)
H (1.732, -0.763, -2.627)
H (5.437, -0.158, -0.903)
H (5.104, 0.946, 0.433)
H (5.061, 1.534, -1.238)
H (3.997, 2.695, 0.208)
H (4.180, 4.944, 1.016)
H (2.137, 6.311, 1.484)
H (-0.096, 5.232, 1.068)
O (-0.187, 1.144, -2.444)

Below is a structure of composition C15H27I2LaN3Si2, with properties calculated with ωB97M-V with the def2-TZVPD basis set.

Spin multiplicity: 1
Net charge: +1
ΔE to the lowest compared entry with this formula, charge and spin, eV: 1.6047
Kohn-Sham gap, eV: 6.198

Element x y z (Å)
La (-0.465, -0.850, 0.503)
C (2.348, -0.294, -0.565)
Si (1.992, 1.493, 0.098)
C (3.253, 2.068, 1.341)
C (1.977, 2.776, -1.317)
N (0.423, 1.204, 0.722)
C (-0.507, 2.243, 0.727)
C (-0.134, 3.587, 0.834)
C (-1.095, 4.566, 0.985)
C (-2.404, 4.257, 0.929)
C (-2.811, 2.958, 0.720)
C (-1.877, 1.918, 0.676)
N (-2.229, 0.527, 0.573)
Si (-3.746, -0.043, 0.090)
C (-3.404, -1.863, -0.390)
C (-4.374, 0.861, -1.406)
C (-5.194, -0.141, 1.272)
H (3.218, -0.394, -1.239)
H (1.490, -0.505, -1.204)
H (2.495, -1.115, 0.175)
H (4.218, 2.394, 0.853)
H (3.458, 1.325, 2.095)
H (3.010, 3.068, 1.792)
H (2.453, 2.410, -2.206)
H (2.537, 3.713, -1.092)
H (0.935, 3.106, -1.499)
H (0.913, 3.730, 0.878)
H (-0.798, 5.583, 1.083)
H (-3.215, 4.976, 1.012)
H (-3.843, 2.657, 0.675)
H (-2.957, -1.905, -1.395)
H (-4.451, -2.301, -0.480)
H (-2.974, -2.657, 0.220)
H (-3.573, 0.857, -2.190)
H (-4.679, 1.908, -1.278)
H (-5.203, 0.344, -1.827)
H (-5.057, -0.816, 2.101)
H (-6.031, -0.353, 0.640)
H (-5.422, 0.871, 1.608)
I (-1.168, -5.040, 0.909)
C (0.279, -5.562, -0.513)
I (2.038, -4.474, -0.428)
H (-0.160, -5.406, -1.488)
H (0.552, -6.603, -0.344)
C (7.137, -4.449, -0.445)
C (5.886, -3.723, -0.451)
N (4.921, -3.124, -0.466)
H (7.244, -4.945, -1.376)
H (7.117, -5.179, 0.375)
H (7.878, -3.659, -0.286)

Below is a structure of composition C15H27N3OP2Pb, with properties calculated with ωB97M-V with the def2-TZVPD basis set.

Spin multiplicity: 2
Net charge: +1
ΔE to the lowest compared entry with this formula, charge and spin, eV: 0.0000
Kohn-Sham gap (alpha / beta), eV: 7.079 / 4.408

Element x y z (Å)
Pb (-0.231, -0.580, -0.525)
P (-0.469, -2.367, 2.017)
P (-0.701, -0.073, -3.579)
N (0.733, 0.311, 1.365)
N (0.733, 1.473, -1.159)
H (2.100, 1.836, 1.861)
H (1.267, 3.287, -0.167)
H (0.388, 2.401, 1.712)
C (1.158, 1.713, 1.287)
H (2.572, 2.106, -0.302)
C (1.476, 2.201, -0.137)
H (2.067, 0.138, 3.002)
H (1.254, 2.982, -2.513)
C (1.655, -0.470, 2.161)
C (0.759, 2.002, -2.387)
H (1.136, -1.767, 3.741)
C (1.197, -1.857, 2.649)
H (1.941, -2.597, 2.326)
H (-0.103, -0.614, -4.763)
H (-1.930, 0.437, -4.105)
H (-0.225, -3.766, 2.100)
H (-1.073, -2.171, 3.290)
O (1.820, -2.159, -0.888)
C (3.064, -1.992, -0.953)
C (3.999, -2.620, 0.072)
C (3.602, -0.816, -1.705)
H (2.536, -0.545, 1.568)
H (3.478, -2.690, 1.022)
H (4.327, -3.622, -0.200)
H (4.904, -2.017, 0.170)
H (2.839, -0.039, -1.764)
H (4.464, -0.424, -1.179)
H (3.936, -1.029, -2.709)
C (0.194, 1.472, -3.540)
H (0.326, 2.042, -4.468)
N (-2.135, 1.430, 1.093)
C (-3.432, 1.092, 0.802)
C (-3.776, -0.266, 0.560)
C (-5.092, -0.587, 0.186)
C (-6.054, 0.420, 0.059)
C (-5.724, 1.757, 0.323)
C (-4.412, 2.100, 0.653)
H (-1.447, 0.806, 1.511)
H (-1.928, 2.417, 1.247)
H (-3.038, -1.060, 0.680)
H (-5.357, -1.617, -0.037)
H (-7.083, 0.174, -0.203)
H (-6.461, 2.558, 0.242)
H (-4.110, 3.140, 0.845)

Below is a cluster of 3 separate species, C15H27N4O7S in total, with properties calculated with ωB97M-V with the def2-TZVPD basis set.

Spin multiplicity: 1
Net charge: +1
ΔE to the lowest compared entry with this formula, charge and spin, eV: 5.7156
Kohn-Sham gap, eV: 5.494

Element x y z (Å)
C (-1.228, 1.033, -0.745)
O (-2.164, 0.016, -1.101)
C (-1.732, -1.293, -0.923)
C (-2.151, -1.873, 0.449)
N (-1.378, -1.179, 1.428)
C (-1.278, -1.417, 2.680)
C (-2.327, -1.042, 3.702)
C (-0.043, -2.033, 3.272)
C (-3.665, -1.681, 0.561)
N (-4.462, -2.543, -0.367)
C (-3.991, -3.821, -0.436)
N (-4.869, -4.833, -0.277)
S (-5.690, -5.086, 1.228)
N (-2.641, -4.111, -0.590)
C (-1.836, -3.372, 0.426)
H (-0.299, 0.627, -0.361)
H (-1.657, 1.617, 0.069)
H (-1.041, 1.715, -1.567)
H (-0.650, -1.404, -1.010)
H (-2.160, -1.874, -1.743)
H (-3.073, -0.409, 3.237)
H (-2.804, -1.949, 4.073)
H (-1.843, -0.511, 4.514)
H (0.373, -1.379, 4.037)
H (0.705, -2.177, 2.503)
H (-0.324, -2.981, 3.729)
H (-4.037, -1.915, 1.557)
H (-3.952, -0.656, 0.364)
H (-4.570, -2.129, -1.291)
H (-5.070, -5.469, -1.036)
H (-5.174, -4.032, 1.872)
H (-2.305, -3.900, -1.525)
H (-2.051, -3.830, 1.393)
H (-0.788, -3.566, 0.222)
C (4.347, 1.357, -1.533)
C (3.362, 0.247, -1.230)
O (2.099, 0.897, -1.439)
C (2.300, 1.941, -2.283)
O (1.424, 2.572, -2.779)
O (3.613, 2.160, -2.474)
H (5.273, 1.005, -1.977)
H (4.583, 1.962, -0.660)
H (3.443, -0.591, -1.924)
H (3.437, -0.123, -0.211)
C (4.358, 6.503, -0.874)
C (4.231, 5.606, -2.089)
O (5.212, 4.596, -1.821)
C (5.415, 4.549, -0.487)
O (6.032, 3.698, 0.071)
O (4.810, 5.586, 0.131)
H (3.420, 6.962, -0.577)
H (5.112, 7.281, -1.002)
H (3.252, 5.131, -2.165)
H (4.454, 6.114, -3.023)

Below is a cluster of 3 separate species, C15H28BO4S in total, with properties calculated with ωB97M-V with the def2-TZVPD basis set.

Spin multiplicity: 1
Net charge: -1
Kohn-Sham gap, eV: 6.416

Element x y z (Å)
C (3.793, 0.546, -0.306)
C (2.788, 0.702, -1.149)
C (1.580, 0.677, -2.251)
O (2.196, -0.124, -3.331)
B (3.134, 0.893, -3.929)
O (2.722, 2.279, -3.510)
C (1.333, 2.032, -3.106)
C (0.483, 3.245, -2.477)
C (-1.124, 3.102, -2.614)
C (-1.648, 1.633, -3.022)
S (-3.533, 1.576, -2.833)
H (4.644, 0.060, 0.312)
H (0.695, 0.016, -1.937)
H (2.870, 0.939, -5.105)
H (4.237, 0.574, -3.621)
H (0.887, 1.617, -4.093)
H (0.739, 3.476, -1.367)
H (0.778, 4.209, -3.061)
H (-1.514, 3.890, -3.376)
H (-1.599, 3.360, -1.595)
H (-1.249, 0.888, -2.238)
H (-1.318, 1.323, -4.095)
H (-3.941, 0.243, -3.061)
C (1.790, 1.081, 3.307)
C (0.991, 0.417, 4.404)
C (-0.406, 0.410, 3.818)
O (-0.260, 0.319, 2.395)
C (1.118, 0.546, 2.059)
H (2.858, 0.859, 3.344)
H (1.664, 2.168, 3.362)
H (1.341, -0.611, 4.547)
H (1.048, 0.934, 5.364)
H (-0.936, 1.343, 4.041)
H (-1.009, -0.428, 4.179)
H (1.552, -0.412, 1.756)
H (1.183, 1.239, 1.218)
C (-2.339, -3.029, 0.432)
C (-1.592, -2.605, 1.675)
C (-2.162, -3.543, 2.720)
O (-2.512, -4.758, 2.041)
C (-2.453, -4.527, 0.627)
H (-1.834, -2.757, -0.498)
H (-3.336, -2.575, 0.425)
H (-0.521, -2.794, 1.547)
H (-1.725, -1.552, 1.930)
H (-3.075, -3.134, 3.167)
H (-1.450, -3.762, 3.520)
H (-1.569, -5.046, 0.240)
H (-3.341, -4.947, 0.148)

Below is a structure of composition C15H28F4N2O20PdS4, with properties calculated with ωB97M-V with the def2-TZVPD basis set.

Spin multiplicity: 3
ΔE to the lowest compared entry with this formula, charge and spin, eV: 1.3219
Kohn-Sham gap (alpha / beta), eV: 10.636 / 7.754

Element x y z (Å)
Pd (-0.275, 0.111, -0.773)
N (-0.393, -1.781, -1.588)
S (0.070, -3.215, -1.510)
O (1.039, -3.607, -2.537)
O (-0.866, -4.207, -1.025)
F (1.079, -3.103, -0.234)
S (-1.164, -1.957, -3.081)
O (-2.178, -2.999, -3.254)
O (-0.341, -1.573, -4.261)
F (-2.161, -0.585, -2.901)
N (-0.277, 1.573, -2.318)
S (0.865, 1.709, -3.560)
O (2.160, 2.287, -3.053)
O (0.367, 1.948, -4.914)
F (1.307, 0.120, -3.652)
S (-1.107, 2.724, -2.849)
O (-2.095, 2.482, -3.856)
O (-0.563, 4.039, -2.760)
F (-2.091, 2.773, -1.577)
C (-5.438, -1.905, 0.196)
C (-4.712, -2.806, -0.816)
O (-3.416, -2.334, -0.620)
C (-3.391, -1.045, -0.073)
O (-2.427, -0.260, -0.021)
O (-4.547, -0.853, 0.502)
H (-5.722, -2.464, 1.088)
H (-6.389, -1.686, -0.291)
H (-5.152, -2.784, -1.813)
H (-4.722, -3.827, -0.434)
C (2.245, 0.940, 3.559)
C (1.091, 0.083, 4.083)
O (1.136, -1.206, 3.538)
C (0.289, -1.659, 2.587)
O (-0.144, -1.011, 1.679)
O (-0.147, -2.873, 2.948)
C (-1.176, -3.575, 2.152)
H (2.209, 1.900, 4.074)
H (2.341, 0.940, 2.473)
H (3.202, 0.425, 3.645)
H (0.167, 0.646, 3.952)
H (1.326, -0.091, 5.133)
H (-1.335, -3.451, 1.081)
H (-2.185, -3.657, 2.556)
H (-0.849, -4.615, 2.157)
C (4.952, -2.027, -2.252)
C (3.631, -1.407, -2.235)
O (3.776, -0.087, -1.724)
C (2.958, 0.490, -0.778)
O (1.842, 0.036, -0.373)
O (3.548, 1.554, -0.159)
C (4.495, 2.412, -0.842)
H (5.706, -1.293, -2.534)
H (4.893, -2.991, -2.758)
H (5.163, -2.316, -1.222)
H (3.055, -2.084, -1.603)
H (3.250, -1.422, -3.256)
H (5.190, 1.710, -1.303)
H (4.906, 3.079, -0.084)
H (3.933, 2.926, -1.622)
C (-3.121, 2.146, 3.828)
C (-2.485, 2.067, 2.415)
O (-1.430, 2.995, 2.351)
C (-0.462, 2.761, 1.424)
O (-0.294, 1.705, 0.754)
O (0.247, 3.825, 1.397)
C (1.224, 4.057, 0.348)
H (-3.794, 1.293, 3.914)
H (-3.760, 2.990, 4.090)
H (-2.345, 2.015, 4.581)
H (-3.244, 2.301, 1.669)
H (-2.048, 1.091, 2.204)
H (1.584, 5.083, 0.268)
H (0.825, 3.964, -0.662)
H (2.177, 3.558, 0.527)

Below is a structure of composition C15H28F6InNO3P2, with properties calculated with ωB97M-V with the def2-TZVPD basis set.

Spin multiplicity: 1
ΔE to the lowest compared entry with this formula, charge and spin, eV: 0.0000
Kohn-Sham gap, eV: 6.208

Element x y z (Å)
C (0.138, 4.026, -1.869)
C (-0.213, 2.785, -1.315)
N (0.482, 2.280, -0.293)
C (1.609, 2.868, 0.108)
C (2.059, 4.075, -0.441)
C (1.300, 4.659, -1.439)
C (-1.395, 2.007, -1.868)
P (-2.004, 0.642, -0.799)
In (-0.697, 0.076, 1.386)
P (1.823, 0.486, 1.568)
C (2.437, 2.193, 1.190)
O (0.247, 0.595, -4.402)
O (2.303, -0.278, -2.354)
H (-0.459, 4.396, -2.698)
H (2.978, 4.509, -0.050)
H (1.611, 5.605, -1.877)
C (-3.706, 1.138, -0.465)
C (-2.101, -0.820, -1.876)
H (3.496, 2.112, 0.889)
H (2.390, 2.764, 2.135)
H (-1.098, 1.481, -2.758)
H (-2.236, 2.688, -2.128)
C (2.589, 0.020, 3.155)
C (2.622, -0.568, 0.341)
H (1.797, -1.470, -2.709)
H (3.121, -0.294, -2.880)
H (0.785, 0.428, -3.591)
H (0.554, 1.461, -4.741)
H (-1.371, 1.359, 2.277)
H (1.442, -2.229, -3.024)
H (-4.221, 1.316, -1.412)
H (-4.203, 0.346, 0.105)
H (-3.691, 2.054, 0.130)
H (-3.056, -0.798, -2.417)
H (-1.275, -0.817, -2.599)
H (-2.037, -1.733, -1.271)
H (3.712, -0.582, 0.513)
H (2.188, -1.580, 0.392)
H (2.444, -0.184, -0.704)
H (3.681, 0.154, 3.105)
H (2.157, 0.642, 3.953)
H (2.350, -1.037, 3.353)
C (-0.653, -3.052, 3.228)
C (-1.120, -2.983, 1.789)
O (-0.561, -1.978, 1.022)
C (-0.701, -4.317, 1.033)
F (-1.151, -5.443, 1.665)
F (-1.135, -4.366, -0.253)
F (0.661, -4.394, 1.012)
C (-2.688, -2.835, 1.782)
F (-3.325, -3.766, 2.543)
F (-3.016, -1.598, 2.313)
F (-3.245, -2.844, 0.544)
H (0.441, -3.144, 3.238)
H (-1.111, -3.922, 3.713)
H (-0.951, -2.132, 3.753)

Below is a structure of composition C15H28I2LuO4SSi2V, with properties calculated with ωB97M-V with the def2-TZVPD basis set.

Spin multiplicity: 3
Net charge: +4
ΔE to the lowest compared entry with this formula, charge and spin, eV: 2.0374
Kohn-Sham gap (alpha / beta), eV: 5.055 / 4.851

Element x y z (Å)
I (3.174, 0.642, -2.053)
I (-0.160, 3.307, -2.323)
V (-0.398, 1.134, -0.314)
Lu (-1.054, -1.529, -0.212)
S (0.168, -0.349, -2.112)
C (-2.760, -2.124, -1.793)
C (-3.305, -1.524, 0.703)
C (-0.250, 0.058, -4.100)
C (0.785, 0.981, -4.682)
C (-1.662, 0.580, -4.215)
C (-0.094, -1.346, -4.660)
C (-1.687, 1.393, 1.071)
C (-2.340, 0.814, -0.590)
O (-4.399, -1.459, 1.049)
O (-3.587, -2.404, -2.567)
O (-2.436, 1.469, 2.003)
O (-3.429, 1.075, -1.015)
H (0.698, 0.895, -5.764)
H (1.803, 0.757, -4.347)
H (0.578, 2.027, -4.438)
H (-1.907, 0.533, -5.287)
H (-1.700, 1.622, -3.875)
H (-2.346, -0.059, -3.629)
H (-0.273, -1.385, -5.733)
H (-0.798, -2.032, -4.160)
H (0.934, -1.672, -4.506)
C (-1.006, -1.204, 3.661)
Si (0.304, -1.527, 2.366)
C (1.888, -1.814, 3.326)
C (-0.090, -3.103, 1.477)
C (0.536, -0.141, 1.011)
Si (1.259, 1.389, 1.907)
C (3.129, 1.303, 2.012)
C (0.933, 2.905, 0.909)
C (0.722, 1.717, 3.663)
H (-1.501, -2.157, 3.875)
H (-1.748, -0.477, 3.301)
H (-0.525, -0.850, 4.573)
H (1.846, -2.832, 3.730)
H (2.792, -1.753, 2.705)
H (1.994, -1.139, 4.172)
H (-1.109, -3.220, 1.032)
H (0.673, -3.451, 0.752)
H (-0.103, -3.855, 2.280)
H (1.372, -0.476, 0.368)
H (3.576, 1.465, 1.031)
H (3.459, 2.116, 2.673)
H (3.549, 0.386, 2.410)
H (-0.006, 3.000, 0.270)
H (0.775, 3.680, 1.678)
H (1.828, 3.142, 0.333)
H (-0.367, 1.740, 3.771)
H (1.160, 1.028, 4.388)
H (1.104, 2.724, 3.874)

Below is a structure of composition C15H28N6O, with properties calculated with ωB97M-V with the def2-TZVPD basis set.

Spin multiplicity: 1
Kohn-Sham gap, eV: 8.276

Element x y z (Å)
C (3.493, 0.172, -0.317)
C (2.377, 0.976, -0.943)
H (2.520, 1.133, -1.980)
H (2.387, 1.932, -0.309)
C (1.246, 0.362, -0.827)
C (0.066, 1.202, -1.440)
N (0.207, 2.434, -2.005)
N (-0.794, 2.534, -2.629)
N (-1.718, 1.705, -2.327)
N (-1.241, 0.819, -1.689)
C (-2.098, -0.500, -1.070)
H (-1.341, -0.962, -0.314)
C (-2.244, -1.193, -2.386)
H (-2.958, -0.792, -3.091)
H (-3.037, -2.023, -1.909)
C (-1.321, -2.037, -2.779)
C (-1.781, -3.261, -3.527)
H (-2.329, -3.936, -2.670)
H (-1.009, -4.150, -3.986)
H (-2.616, -3.189, -4.195)
C (-0.375, -1.400, -3.919)
H (0.205, -1.985, -4.156)
H (-0.125, -0.525, -3.508)
H (-1.274, -1.063, -4.654)
H (-0.434, -2.653, -2.072)
H (-2.957, 0.031, -0.796)
N (0.543, 0.179, 0.532)
C (0.368, 1.002, 1.462)
C (-0.680, 0.994, 2.647)
H (-0.756, 1.843, 3.177)
H (-1.602, 0.624, 2.077)
C (-0.132, -0.384, 3.350)
C (0.932, -0.128, 4.204)
O (2.138, -0.505, 4.033)
N (0.790, 0.828, 5.257)
H (-0.275, 1.004, 5.435)
H (1.652, 0.899, 5.792)
C (-0.285, -1.415, 2.465)
C (0.913, -1.191, 1.317)
H (0.911, -2.049, 0.737)
H (1.795, -0.877, 1.691)
H (0.143, -2.326, 3.146)
H (-0.991, -1.728, 2.043)
H (-1.032, -0.450, 4.063)
H (0.211, 1.968, 0.986)
H (1.383, 1.391, 1.784)
H (1.121, -0.585, -1.321)
H (3.535, 0.149, 0.642)
H (4.563, 0.491, -0.573)
H (3.544, -0.873, -0.602)

Largest force on an atom for every record listed, in sequence, given in eV/Å: 1.5 2.5 2.7 2.5 6.4 10.2 1.6 9.0 18.3.
DFT total energy for every record listed, in sequence, given in a.u.: -1595.98508 -1957.86520 -1702.46832 -1731.25660 -1312.19900 -4322.53020 -2340.81290 -4639.67578 -991.51082.